Density functional theory data (ωB97M-V with the def2-TZVPD basis set) for a cluster of 13 separate species, C42H84O16 in total at a distorted geometry.

Properties
**Frontier orbital gap**: 9.647 eV
**E_LUMO**: 0.5 eV
**HOMO energy**: -9.160 eV
**F_max**: 3.941 eV/Å

```
! wB97M-V def2-TZVPD RIJCOSX def2/J DEFGRID3
* xyz 0 1
H -2.33 4.82 0.29
H -3.97 -0.95 -1.40
C -2.21 -3.46 2.40
C -0.44 -1.42 -4.73
O 2.87 3.06 1.94
H 2.77 -1.63 4.45
H 6.65 3.34 -0.91
C 2.32 2.92 -4.19
H 0.47 -1.53 -4.12
H 3.40 0.22 0.86
H 0.70 4.23 -3.86
C 5.10 -4.59 0.16
H 7.19 1.43 -2.53
C -0.14 1.85 3.86
H -4.60 6.47 1.94
C 7.41 2.59 -0.83
H -2.20 0.72 5.78
H 0.51 -1.98 -7.64
H 0.79 -4.29 -0.87
H 0.51 -4.60 3.21
H 5.39 -3.72 2.31
H 0.54 -3.44 4.58
O -2.71 -2.49 -2.10
C -2.58 4.11 1.06
H -1.66 -1.60 -0.04
C 4.46 1.94 3.39
C 1.13 -3.82 3.71
H 7.69 2.48 0.25
H -0.44 -3.57 -2.28
O -2.05 1.09 -1.05
O -0.61 -0.43 3.84
H -1.51 4.76 -2.78
C 3.73 0.12 -0.16
C -5.06 -2.12 -2.76
C -4.04 -2.01 -1.68
C 5.31 -3.48 1.19
O 5.90 0.57 0.87
C 1.73 -2.77 2.83
O -3.32 -4.49 -1.41
H -1.22 -0.82 -4.29
C -2.31 0.92 4.71
H -0.88 -0.63 1.30
O 2.37 1.71 -4.23
H 0.64 0.78 0.15
C -1.91 3.77 -2.86
C 2.34 -1.55 3.48
O 5.68 0.80 -1.36
H 3.12 -1.24 2.77
H -5.86 5.29 1.52
C -3.44 3.74 -2.58
H 1.13 -5.41 0.50
H 1.87 -1.72 -6.48
C -6.49 0.08 3.05
C -1.26 0.34 -0.49
H 4.02 4.00 -4.90
C 2.88 -4.45 -0.57
H -3.85 -4.15 5.35
H 1.35 -0.42 -7.62
H -6.22 1.08 3.47
H 4.80 5.08 2.96
H 0.83 3.00 -2.59
H -1.56 3.27 -3.79
H 5.66 -5.52 0.24
O -2.02 -5.02 4.15
H -3.24 -2.56 5.14
H 3.20 0.79 -0.84
C -1.65 -0.70 0.55
H 0.68 -0.44 -1.20
H -4.71 5.94 0.28
H 5.93 3.90 2.56
H -1.78 -2.49 2.55
C -4.28 2.52 -3.12
C 3.03 3.70 -5.24
H -6.32 0.79 0.22
H -4.67 -3.20 4.07
H 3.64 1.30 3.63
H -1.02 -5.29 -2.26
C 1.39 3.61 -3.29
H 1.52 -0.84 3.64
C -4.78 5.57 1.34
C -3.90 4.34 1.68
H -2.79 1.92 4.48
H -4.72 -1.68 -3.72
O 3.71 -4.99 0.33
O -4.01 4.67 -2.02
H -1.55 -4.15 1.89
C -5.45 0.77 0.87
H -4.26 -2.56 -0.74
H 3.09 3.12 -6.14
H 0.68 1.69 3.17
O -0.45 0.48 -6.18
H -1.29 -4.40 -3.67
H 4.85 4.60 1.34
O 3.25 -3.67 -1.49
C 4.90 4.23 2.31
H 1.52 -5.81 -1.18
C 5.23 0.52 -0.13
C 3.93 3.08 2.52
C -2.61 -4.09 3.70
H -7.51 0.14 2.66
H -6.52 -0.67 3.80
C -1.23 -4.27 -2.62
H 0.41 2.25 4.80
H -1.79 3.98 1.82
H 0.40 1.13 -1.59
C -2.53 -3.76 -1.99
H -2.61 3.15 0.51
C 1.00 -1.23 -6.97
H -5.26 -3.20 -3.00
H 7.69 0.42 -1.15
H -5.11 2.47 -2.46
H -5.42 1.74 1.37
H 2.04 -4.33 4.05
H 2.42 4.62 -5.43
C 0.01 -0.62 -5.97
C 7.06 1.24 -1.46
O -4.39 3.53 2.42
H 5.30 -4.24 -0.88
C 0.18 0.46 -0.79
H -2.98 0.14 4.33
H -6.00 -1.69 -2.46
H -3.78 1.58 -3.18
H -0.77 -2.46 -5.05
H -4.71 2.82 -4.12
H 3.76 -0.89 -0.60
H 8.32 3.05 -1.36
H -0.79 2.69 3.62
H 4.94 2.24 4.32
C -3.70 -3.41 4.53
H 1.97 4.30 -2.63
H -3.01 -3.29 1.75
O 1.82 -2.94 1.64
H -4.58 0.54 0.19
H 5.15 1.30 2.86
H 6.16 -2.87 0.85
H -1.54 3.15 -2.04
C 1.50 -5.01 -0.45
H -2.64 -0.48 0.92
C -5.54 -0.25 2.01
C -0.94 0.69 4.16
O -4.79 -1.18 2.11
H 4.54 -2.77 1.01
*
```

Results of the Löwdin charge analysis, in e, for atoms 1 through 6: H 0.072; H 0.099; C -0.013; C -0.013; O 0.057; H 0.074


Density functional theory data (ωB97M-V with the def2-TZVPD basis set) for a cluster of 5 separate species, C42H86Cl2F3N3O16P in total at a distorted geometry.

Properties
**Frontier orbital gap**: 7.900 eV
**E_LUMO**: -2.5 eV
**HOMO energy**: -10.351 eV
**F_max**: 2.217 eV/Å

```
! wB97M-V def2-TZVPD RIJCOSX def2/J DEFGRID3
* xyz 1 1
H 4.76 -6.05 -0.63
C -0.27 -5.58 0.24
C -0.38 6.98 3.49
H -0.51 -7.26 1.55
H 0.68 -4.41 -2.38
O 1.03 7.46 -1.60
H -0.35 4.87 -3.24
H -2.44 -5.47 -0.09
H -0.69 -3.64 8.46
P 0.90 -2.25 -1.53
H 0.88 -3.33 7.65
O 0.47 0.33 5.94
H -1.09 6.38 -2.64
H -1.04 6.23 3.93
C -4.99 -1.35 -1.24
H -4.46 -3.03 -3.16
N 0.09 -3.59 -2.53
C 0.27 -6.84 0.91
F -5.35 -1.50 0.04
H 3.01 -6.19 -0.45
H 0.26 -4.01 1.68
H -0.78 -1.87 -0.07
H -0.34 -4.34 6.86
H 3.68 3.97 0.45
C -3.74 10.50 4.63
H -1.41 -1.12 8.32
H -2.23 4.25 -0.11
H 1.27 -2.72 -3.98
H -1.58 -0.04 6.00
H -0.37 0.33 -6.87
F -7.11 -0.55 -1.82
H 3.97 -3.79 -4.39
H 3.06 7.38 0.01
H -0.68 -6.03 -2.48
H 0.52 -5.24 -0.42
H -1.31 -3.84 0.93
C 3.85 -6.31 -1.15
O 6.82 -7.14 -1.14
H 0.07 6.76 0.10
C -1.50 -5.48 -2.03
H 5.88 -8.84 -0.40
C 7.65 -7.17 0.00
C 0.54 -4.49 -4.80
C -2.30 -0.34 2.92
C 0.62 0.47 -6.46
C -0.60 -4.56 1.34
H -4.61 10.97 4.16
Cl -0.97 -2.54 -6.28
O -2.54 11.05 4.10
C -1.35 -3.97 -2.23
H -3.74 8.68 1.12
O 3.82 -7.68 -1.51
O -0.67 4.93 -1.22
C 4.48 -4.76 -4.40
H -0.88 0.92 7.30
H -3.25 -0.85 3.09
C 2.20 6.89 0.48
F -5.53 -0.66 -3.40
H 1.82 -0.27 4.59
O 2.32 5.48 0.38
H -2.78 9.82 2.06
H -2.85 8.53 4.69
C -0.07 -0.30 3.63
C 3.60 -5.38 -2.32
O -1.99 0.42 -5.15
H -4.58 8.60 5.03
C -0.61 -1.16 7.57
H 0.76 1.48 -6.07
H -2.02 -0.47 1.86
H -2.15 1.08 -2.66
H 1.10 -5.19 -4.19
H -3.18 -0.89 -2.19
H -0.42 0.75 -2.31
C -0.70 -2.18 -4.49
C -2.35 -3.36 -3.23
H 8.46 -7.90 -0.11
O 1.51 -3.02 -0.22
H 0.18 6.54 2.66
H 3.87 -5.50 -4.93
C -0.72 0.04 6.66
C -2.06 4.75 -1.06
H 6.87 -9.05 -1.87
H -3.06 -1.89 -0.72
H 2.79 -5.79 -2.95
H 0.33 7.31 4.25
C -1.55 -5.87 -0.56
H 7.08 -7.39 0.91
O -1.91 -2.16 -3.83
O -1.34 -0.91 3.77
H 1.33 0.29 -7.24
C 0.93 7.36 -0.19
H -1.70 12.77 3.44
C -0.35 5.61 -2.42
C 3.66 5.06 0.55
H -0.93 2.09 -3.34
C 6.17 -8.38 -1.36
H 5.17 -7.58 -3.09
C -3.79 9.01 4.40
H 2.16 7.16 1.55
H -2.43 0.73 3.12
H 1.76 5.55 -1.94
H 4.63 -9.18 -2.57
N -0.14 -0.84 -4.39
C -0.20 -3.47 7.49
H -0.37 -4.99 -5.11
C 4.95 -8.19 -2.22
H 2.39 -2.66 -0.12
H -1.69 -6.95 -0.57
C 0.32 -3.23 -3.98
C -2.65 12.43 3.86
H 1.14 -4.29 -5.68
H -2.85 12.98 4.78
H 0.00 -0.54 -0.57
H 8.10 -6.18 0.11
H 4.30 5.48 -0.23
H 0.63 -7.57 0.20
H -3.44 12.64 3.13
H -0.18 0.78 3.46
Cl -2.86 -4.49 -4.53
H 0.36 -1.14 8.07
H -1.11 -5.07 2.14
H -2.40 -5.87 -2.48
C -2.09 7.78 2.09
H 0.77 -1.57 5.16
C -1.14 1.07 -3.04
H 0.74 8.38 0.15
O -4.16 8.64 3.07
H -2.58 5.71 -1.05
O -0.76 -2.36 6.83
C -3.59 -1.73 -1.65
C -3.63 -3.02 -2.46
H 3.29 -4.39 -1.93
C -3.19 8.81 2.06
H -3.77 10.70 5.71
H 1.07 -6.54 1.57
C 0.86 -0.57 -5.39
H 1.32 6.52 -3.34
C 0.79 -0.52 4.86
H -1.58 7.76 1.11
H -2.47 4.13 -1.87
C 1.02 6.25 -2.33
H 0.44 -0.74 2.75
O -1.12 8.10 3.08
O 4.76 -5.20 -3.09
O 1.93 -1.16 -5.33
H 5.43 -4.66 -4.93
H -2.52 6.79 2.29
N -0.42 -1.40 -0.91
H 4.05 5.34 1.53
H -3.81 -3.85 -1.78
H -1.59 -3.53 -1.27
C -1.17 0.21 -4.27
C -5.86 -0.87 -2.13
*
```

Results of the Löwdin charge analysis, in e, for atoms 1 through 6: H 0.129; C -0.422; C -0.103; H 0.086; H 0.109; O -0.117